1.
Density functional theory data (ωB97M-V/def2-TZVPD) for one molecule with the formula C3H5NO2 at a distorted geometry.

total energy = -322.558889 Eh
HOMO = -10.381 eV
relative energy (zero: lowest compared OMol25 entry of this formula, charge and spin) = 0.420 eV
SMILES string = CC(=O)NC=O

Last columns: bonded neighbours and bond lengths (Å).
Element x y z (Å)
1 C -0.39 1.30 -0.50  C2 1.515, H7 1.087, H8 1.088, H9 1.089
2 C 0.74 0.30 -0.57  C1 1.515, O3 1.208, N4 1.432
3 O 1.81 0.55 -1.08  C2 1.208
4 N 0.71 -0.77 0.37  C2 1.432, C5 1.410, H10 1.004
5 C -0.49 -1.39 0.80  N4 1.410, O6 1.202, H11 1.093
6 O -0.45 -2.28 1.61  C5 1.202
7 H -0.56 1.81 -1.45  C1 1.087
8 H -1.38 0.90 -0.27  C1 1.088
9 H -0.09 1.94 0.33  C1 1.089
10 H 1.50 -1.39 0.41  N4 1.004
11 H -1.40 -0.99 0.35  C5 1.093

Atomic partial charges in e from the Mulliken method, atoms 1 to 8:
1. C -0.93
2. C 0.58
3. O -0.54
4. N -0.12
5. C 0.10
6. O -0.49
7. H 0.29
8. H 0.35

2.
Density functional theory data (ωB97M-V/def2-TZVPD) for a 7-piece molecular cluster, C6H29N2O6 overall at a distorted geometry.

total energy = -806.705985 Eh
net charge = +1
HOMO = -11.207 eV
relative energy (zero: lowest compared OMol25 entry of this formula, charge and spin) = 2.096 eV

Last columns: bonded neighbours and bond lengths (Å).
Element x y z (Å)
1 C 0.90 -3.15 -2.78  C2 1.531, H9 1.067, H10 1.088, H11 1.096
2 C 1.30 -2.46 -1.47  C1 1.531, C3 1.522, N8 1.484, H12 1.126
3 C 1.81 -1.02 -1.52  C2 1.522, C4 1.500, H13 1.085, H14 1.091
4 C 0.74 0.02 -1.62  C3 1.500, C5 1.554, H15 1.096, H16 1.127
5 C -0.15 0.14 -0.35  C4 1.554, C6 1.518, H17 1.088, H18 1.117
6 C -1.07 1.31 -0.59  C5 1.518, N7 1.545, H19 1.110, H20 1.106
7 N -2.52 1.00 -0.13  C6 1.545, H21 1.005, H22 1.016, H23 1.021
8 N 2.32 -3.34 -0.85  C2 1.484, H24 0.996, H25 1.006
9 H 0.38 -2.48 -3.43  C1 1.067
10 H 1.65 -3.53 -3.47  C1 1.088
11 H 0.28 -4.00 -2.49  C1 1.096
12 H 0.31 -2.41 -0.93  C2 1.126
13 H 2.48 -0.85 -0.69  C3 1.085
14 H 2.32 -0.96 -2.48  C3 1.091
15 H 0.13 0.06 -2.53  C4 1.096
16 H 1.27 1.01 -1.73  C4 1.127
17 H -0.66 -0.81 -0.17  C5 1.088
18 H 0.35 0.32 0.63  C5 1.117
19 H -0.76 2.27 -0.12  C6 1.110
20 H -1.20 1.64 -1.64  C6 1.106
21 H -3.27 1.43 -0.64  N7 1.005
22 H -2.40 1.04 0.88  N7 1.016
23 H -2.64 0.04 -0.45  N7 1.021
24 H 2.46 -4.19 -1.35  N8 0.996
25 H 3.21 -2.91 -0.63  N8 1.006
26 H 2.24 1.86 2.10  O28 0.968
27 H 2.11 0.33 2.10  O28 0.963
28 O 1.63 1.14 2.30  H26 0.968, H27 0.963
29 H -3.02 0.18 -3.60  O31 0.964
30 H -4.00 -0.27 -2.54  O31 0.966
31 O -3.06 -0.11 -2.68  H29 0.964, H30 0.966
32 H -3.19 0.70 3.59  O34 0.959
33 H -1.62 0.37 3.20  O34 0.976
34 O -2.46 0.80 2.97  H32 0.959, H33 0.976
35 H -0.87 -1.76 4.00  O37 0.965
36 H 0.21 -1.32 3.00  O37 0.962
37 O -0.72 -1.21 3.22  H35 0.965, H36 0.962
38 H 3.89 2.64 0.06  O40 0.966
39 H 2.65 3.47 -0.22  O40 0.963
40 O 2.93 2.59 0.04  H38 0.966, H39 0.963
41 H -0.03 2.73 2.05  O43 0.962
42 H -1.61 2.53 2.19  O43 0.962
43 O -0.90 3.12 1.90  H41 0.962, H42 0.962

Atomic partial charges in e from the Mulliken method, atoms 1 to 8:
1. C -1.79
2. C 1.16
3. C -1.15
4. C -0.82
5. C 0.41
6. C -1.16
7. N -0.14
8. N -0.61

3.
Density functional theory data (ωB97M-V/def2-TZVPD) for an isolated ion of composition C2H6N3 and charge +1 at a distorted geometry.

total energy = -243.664321 Eh
net charge = +1
HOMO (alpha / beta) = -14.835 / -14.836 eV
relative energy (zero: lowest compared OMol25 entry of this formula, charge and spin) = 4.643 eV

Last columns: bonded neighbours and bond lengths (Å).
Element x y z (Å)
1 C 1.52 -0.44 0.47  N3 1.311, N5 1.296
2 C -2.01 0.10 0.10  N4 1.417, H6 1.155, H7 1.128, H8 1.100
3 N 0.28 -0.34 0.06  C1 1.311, N4 1.210, H9 1.117
4 N -0.65 0.37 0.38  C2 1.417, N3 1.210
5 N 2.37 0.34 -0.12  C1 1.296, H10 0.996, H11 1.003
6 H -2.09 -0.83 -0.57  C2 1.155
7 H -2.46 -0.16 1.10  C2 1.128
8 H -2.33 1.05 -0.36  C2 1.100
9 H -0.01 -1.35 -0.31  N3 1.117
10 H 3.35 0.26 0.04  N5 0.996
11 H 2.02 0.99 -0.80  N5 1.003

Atomic partial charges in e from the Mulliken method, atoms 1 to 8:
1. C 0.11
2. C -0.55
3. N 0.25
4. N -0.32
5. N -0.19
6. H 0.34
7. H 0.29
8. H 0.26

4.
Density functional theory data (ωB97M-V/def2-TZVPD) for one molecule with the formula C3H8N2S at a distorted geometry.

total energy = -626.699058 Eh
HOMO = -8.759 eV
relative energy (zero: lowest compared OMol25 entry of this formula, charge and spin) = 3.380 eV
SMILES string = [H]/N=C(\N)CCS

Last columns: bonded neighbours and bond lengths (Å).
Element x y z (Å)
1 H -2.20 -1.93 0.11  N2 1.077
2 N -1.32 -1.39 0.44  H1 1.077, C3 1.303
3 C -1.11 -0.13 0.18  N2 1.303, N4 1.371, C5 1.490
4 N -1.72 0.49 -0.88  C3 1.371, H8 1.151, H9 0.988
5 C -0.24 0.83 0.92  C3 1.490, C6 1.647, H10 1.190, H11 1.229
6 C 0.99 1.18 -0.12  C5 1.647, S7 1.936, H12 1.133, H13 1.084
7 S 1.63 -0.65 -0.17  C6 1.936, H14 1.460
8 H -2.19 1.41 -0.36  N4 1.151
9 H -2.49 -0.04 -1.21  N4 0.988
10 H -0.69 1.93 0.81  C5 1.190
11 H 0.09 0.80 2.10  C5 1.229
12 H 1.72 1.93 0.31  C6 1.133
13 H 0.35 1.41 -0.97  C6 1.084
14 H 2.88 -0.18 -0.78  S7 1.460

Atomic partial charges in e from the Mulliken method, atoms 1 to 8:
1. H 0.22
2. N -0.70
3. C 0.55
4. N -0.53
5. C -0.67
6. C -0.59
7. S -0.22
8. H 0.27

5.
Density functional theory data (ωB97M-V/def2-TZVPD) for a 9-piece molecular cluster, C18H54O9 overall.

total energy = -1395.282451 Eh
HOMO = -9.535 eV
relative energy (zero: lowest compared OMol25 entry of this formula, charge and spin) = 2.296 eV
SMILES string = CCO.CCO.CCO.CCO.CCO.CCO.CCO.CCO.CCO

Last columns: bonded neighbours and bond lengths (Å).
Element x y z (Å)
1 C -0.26 -5.28 0.01  C2 1.507, H4 1.093, H5 1.090, H6 1.086
2 C -1.58 -5.98 0.24  C1 1.507, O3 1.431, H7 1.096, H8 1.097
3 O -2.62 -5.01 0.16  C2 1.431, H9 0.961
4 H 0.55 -5.91 0.39  C1 1.093
5 H -0.21 -4.36 0.59  C1 1.090
6 H -0.10 -5.10 -1.05  C1 1.086
7 H -1.58 -6.50 1.20  C2 1.096
8 H -1.73 -6.75 -0.53  C2 1.097
9 H -3.47 -5.46 0.22  O3 0.961
10 C 1.80 1.50 4.45  C11 1.516, H13 1.095, H14 1.089, H15 1.089
11 C 2.68 2.31 3.51  C10 1.516, O12 1.423, H16 1.092, H17 1.096
12 O 3.67 2.98 4.28  C11 1.423, H18 0.960
13 H 1.46 2.18 5.24  C10 1.095
14 H 2.35 0.72 4.96  C10 1.089
15 H 0.92 1.13 3.92  C10 1.089
16 H 2.06 3.02 2.95  C11 1.092
17 H 3.13 1.63 2.77  C11 1.096
18 H 3.86 3.83 3.87  O12 0.960
19 C 1.80 -2.67 -1.78  C20 1.517, H22 1.094, H23 1.089, H24 1.095
20 C 3.30 -2.74 -2.00  C19 1.517, O21 1.424, H25 1.100, H26 1.090
21 O 4.02 -2.23 -0.88  C20 1.424, H27 0.969
22 H 1.45 -1.64 -1.76  C19 1.094
23 H 1.56 -3.16 -0.83  C19 1.089
24 H 1.24 -3.16 -2.58  C19 1.095
25 H 3.58 -2.19 -2.91  C20 1.100
26 H 3.63 -3.77 -2.12  C20 1.090
27 H 3.78 -1.30 -0.80  O21 0.969
28 C 1.22 4.86 0.51  C29 1.518, H31 1.090, H32 1.090, H33 1.090
29 C 1.97 4.08 -0.56  C28 1.518, O30 1.417, H34 1.092, H35 1.099
30 O 2.12 2.72 -0.21  C29 1.417, H36 0.973
31 H 1.29 5.93 0.33  C28 1.090
32 H 1.66 4.65 1.49  C28 1.090
33 H 0.18 4.55 0.53  C28 1.090
34 H 2.96 4.50 -0.71  C29 1.092
35 H 1.45 4.19 -1.52  C29 1.099
36 H 1.24 2.39 0.04  O30 0.973
37 C -0.77 -0.59 0.13  C38 1.525, H40 1.093, H41 1.091, H42 1.089
38 C 0.15 0.36 0.89  C37 1.525, O39 1.426, H43 1.092, H44 1.098
39 O -0.25 1.72 0.80  C38 1.426, H45 0.973
40 H -0.83 -0.22 -0.90  C37 1.093
41 H -1.79 -0.59 0.53  C37 1.091
42 H -0.37 -1.60 0.10  C37 1.089
43 H 1.15 0.27 0.46  C38 1.092
44 H 0.23 0.03 1.93  C38 1.098
45 H -1.17 1.77 1.10  O39 0.973
46 C 3.79 1.33 -3.20  C47 1.527, H49 1.095, H50 1.093, H51 1.093
47 C 4.53 0.84 -1.96  C46 1.527, O48 1.414, H52 1.094, H53 1.091
48 O 3.64 0.54 -0.89  C47 1.414, H54 0.972
49 H 3.12 2.16 -2.98  C46 1.095
50 H 3.17 0.54 -3.63  C46 1.093
51 H 4.48 1.67 -3.98  C46 1.093
52 H 5.28 1.56 -1.64  C47 1.094
53 H 5.04 -0.09 -2.20  C47 1.091
54 H 3.17 1.37 -0.69  O48 0.972
55 C -1.36 1.44 -3.76  C56 1.508, H58 1.090, H59 1.094, H60 1.091
56 C -0.18 0.55 -3.48  C55 1.508, O57 1.428, H61 1.096, H62 1.096
57 O 0.61 0.35 -4.65  C56 1.428, H63 0.960
58 H -1.03 2.46 -3.96  C55 1.090
59 H -2.05 1.47 -2.91  C55 1.094
60 H -1.93 1.07 -4.61  C55 1.091
61 H -0.48 -0.42 -3.05  C56 1.096
62 H 0.49 0.98 -2.72  C56 1.096
63 H 0.43 -0.52 -5.02  O57 0.960
64 C -5.16 -0.68 0.14  C65 1.520, H67 1.093, H68 1.092, H69 1.094
65 C -5.17 -2.13 -0.30  C64 1.520, O66 1.427, H70 1.087, H71 1.095
66 O -6.21 -2.39 -1.25  C65 1.427, H72 0.961
67 H -4.74 0.00 -0.61  C64 1.093
68 H -4.59 -0.54 1.07  C64 1.092
69 H -6.18 -0.35 0.34  C64 1.094
70 H -5.38 -2.77 0.55  C65 1.087
71 H -4.21 -2.40 -0.73  C65 1.095
72 H -6.20 -1.69 -1.91  O66 0.961
73 C -3.56 1.31 4.30  C74 1.514, H76 1.092, H77 1.092, H78 1.093
74 C -2.71 0.79 3.17  C73 1.514, O75 1.431, H79 1.095, H80 1.090
75 O -2.70 1.69 2.05  C74 1.431, H81 0.962
76 H -4.63 1.35 4.07  C73 1.092
77 H -3.24 2.32 4.59  C73 1.092
78 H -3.43 0.69 5.20  C73 1.093
79 H -3.02 -0.21 2.86  C74 1.095
80 H -1.69 0.71 3.54  C74 1.090
81 H -3.62 1.86 1.80  O75 0.962

Atomic partial charges in e from the Mulliken method, atoms 1 to 8:
1. C -0.81
2. C -0.37
3. O -0.45
4. H 0.37
5. H 0.16
6. H 0.23
7. H 0.31
8. H 0.30